Record 1
ORCA calculation (the ωB97M-V functional and the def2-TZVPD basis) on a single C6H8N4 molecule at a distorted geometry.

As for the SMILES: [H]/N=C(/C/C=N/[H])n1cccn1. The calculation puts the total energy at -452.3678 Eh. Its HOMO energy is -9.446 eV. For the gap between HOMO and LUMO, the calculation gives 10.03 eV. Its lowest unoccupied orbital energy is 0.6 eV. For the energy above the lowest of the compared OMol25 structures with the same formula, charge and spin, the calculation gives 2.556 eV. As for the total charge: 0. The value obtained for the molecular weight is 136.2 g mol⁻¹.

CARTESIAN COORDINATES (ANGSTROEM)
H (2.69, 0.05, -0.36)
N (2.31, -0.88, -0.30)
C (1.11, -0.65, -0.04)
C (-0.03, -1.96, -0.03)
C (-0.63, -1.89, -1.35)
N (-1.78, -1.23, -1.37)
H (-2.15, -0.93, -2.31)
N (0.56, 0.54, 0.43)
C (-0.70, 0.81, 0.85)
C (-0.73, 2.16, 1.19)
C (0.59, 2.65, 0.85)
N (1.33, 1.66, 0.43)
H (-0.86, -1.78, 0.62)
H (0.66, -2.83, 0.24)
H (-0.16, -2.34, -2.22)
H (-1.54, 0.22, 0.83)
H (-1.67, 2.81, 1.43)
H (1.02, 3.60, 1.12)



Record 2
ORCA calculation (the ωB97M-V functional and the def2-TZVPD basis) on a single C6H8N4O2 molecule at a distorted geometry.

As for the SMILES: NCc1nccnc1[C@@H](O)N=O. The calculation puts the total energy at -602.7963 Eh. Its HOMO energy is -9.052 eV. For the gap between HOMO and LUMO, the calculation gives 8.28 eV. Its lowest unoccupied orbital energy is -0.8 eV. For the energy above the lowest of the compared OMol25 structures with the same formula, charge and spin, the calculation gives 4.988 eV. As for the total charge: 0. The value obtained for the molecular weight is 168.2 g mol⁻¹.

CARTESIAN COORDINATES (ANGSTROEM)
N (1.43, -0.69, -2.30)
C (0.93, 0.15, -1.31)
C (0.16, -0.61, -0.17)
N (0.02, -1.90, -0.28)
C (-0.87, -2.55, 0.51)
C (-1.38, -1.90, 1.61)
N (-1.19, -0.57, 1.72)
C (-0.51, 0.14, 0.86)
C (-0.36, 1.70, 0.90)
O (1.01, 1.84, 1.12)
N (-0.94, 2.83, -0.05)
O (-0.09, 3.61, -0.40)
H (0.73, -1.35, -2.67)
H (2.29, -1.13, -2.10)
H (0.05, 0.86, -1.65)
H (1.62, 0.87, -0.78)
H (-0.96, -3.63, 0.31)
H (-2.14, -2.43, 2.28)
H (-0.93, 2.11, 1.80)
H (1.13, 2.65, 0.62)



Please write out number 1 again, unchanged.
ORCA calculation (the ωB97M-V functional and the def2-TZVPD basis) on a single C6H8N4 molecule at a distorted geometry.

As for the SMILES: [H]/N=C(/C/C=N/[H])n1cccn1. The calculation puts the total energy at -452.3678 Eh. Its HOMO energy is -9.446 eV. For the gap between HOMO and LUMO, the calculation gives 10.03 eV. Its lowest unoccupied orbital energy is 0.6 eV. For the energy above the lowest of the compared OMol25 structures with the same formula, charge and spin, the calculation gives 2.556 eV. As for the total charge: 0. The value obtained for the molecular weight is 136.2 g mol⁻¹.

CARTESIAN COORDINATES (ANGSTROEM)
H (2.69, 0.05, -0.36)
N (2.31, -0.88, -0.30)
C (1.11, -0.65, -0.04)
C (-0.03, -1.96, -0.03)
C (-0.63, -1.89, -1.35)
N (-1.78, -1.23, -1.37)
H (-2.15, -0.93, -2.31)
N (0.56, 0.54, 0.43)
C (-0.70, 0.81, 0.85)
C (-0.73, 2.16, 1.19)
C (0.59, 2.65, 0.85)
N (1.33, 1.66, 0.43)
H (-0.86, -1.78, 0.62)
H (0.66, -2.83, 0.24)
H (-0.16, -2.34, -2.22)
H (-1.54, 0.22, 0.83)
H (-1.67, 2.81, 1.43)
H (1.02, 3.60, 1.12)